Entry 1:
96
Properties=species:S:1:pos:R:3 method="wB97M-V/def2-TZVPD" charge=-1
C 0.77 -5.48 1.85
C 1.05 -3.96 1.61
C 2.60 -3.73 1.48
C 3.01 -2.33 2.05
C 4.27 -1.83 1.27
C 4.79 -0.44 1.73
C 3.69 0.66 1.44
C 4.15 1.79 0.47
C 2.90 2.33 -0.31
C 2.00 3.19 0.66
C 0.76 2.34 1.10
C 0.12 2.96 2.42
In -2.11 2.93 2.21
O -2.89 0.95 2.02
C -4.16 1.00 2.64
C -5.07 -0.22 2.23
N -6.47 0.13 2.61
C -7.44 -0.30 1.60
C -7.30 0.42 0.22
C -6.80 -0.62 -0.85
O -6.52 1.61 0.28
H 0.85 -6.02 0.88
H 1.56 -5.89 2.51
H -0.23 -5.61 2.30
H 0.67 -3.34 2.44
H 0.55 -3.61 0.69
H 3.20 -4.54 1.97
H 2.87 -3.77 0.41
H 3.22 -2.38 3.13
H 2.17 -1.62 1.90
H 5.07 -2.59 1.34
H 3.98 -1.75 0.20
H 5.67 -0.17 1.11
H 5.00 -0.42 2.82
H 2.85 0.13 0.96
H 3.37 1.14 2.39
H 4.59 2.62 1.07
H 4.86 1.39 -0.28
H 2.30 1.46 -0.62
H 3.20 2.95 -1.18
H 2.51 3.53 1.57
H 1.61 4.09 0.12
H 0.01 2.33 0.27
H 1.00 1.28 1.33
H 0.49 4.01 2.47
H 0.53 2.37 3.27
H -2.62 3.92 0.81
H -2.92 3.60 3.70
H -4.06 1.08 3.75
H -4.69 1.91 2.27
H -4.96 -0.45 1.16
H -4.68 -1.09 2.80
H -6.66 -0.38 3.46
H -7.46 -1.42 1.51
H -8.44 -0.04 2.00
H -8.32 0.73 -0.09
H -6.37 -1.51 -0.35
H -7.70 -1.00 -1.37
H -6.08 -0.19 -1.58
H -6.16 1.71 -0.60
C 1.45 1.21 -4.53
C 1.37 2.00 -5.60
C 2.58 2.65 -6.16
O 2.51 3.37 -7.13
C 3.87 2.40 -5.48
C 3.95 1.61 -4.41
C 2.74 0.96 -3.85
O 2.81 0.24 -2.88
H 0.58 0.72 -4.10
H 0.44 2.19 -6.11
H 4.74 2.89 -5.91
H 4.88 1.42 -3.90
C -0.78 8.21 -1.25
C -0.31 7.37 -0.33
C -1.13 6.97 0.84
O -0.70 6.21 1.68
C -2.49 7.53 0.95
C -2.96 8.37 0.03
C -2.15 8.77 -1.14
O -2.58 9.54 -1.98
H -0.20 8.51 -2.11
H 0.69 6.94 -0.39
H -3.07 7.23 1.81
H -3.96 8.80 0.09
C 2.56 -7.86 -1.84
C 2.06 -8.65 -2.79
C 1.59 -10.02 -2.47
O 1.13 -10.74 -3.33
C 1.70 -10.47 -1.06
C 2.20 -9.68 -0.12
C 2.67 -8.31 -0.44
O 3.13 -7.59 0.42
H 2.91 -6.86 -2.05
H 1.97 -8.34 -3.82
H 1.35 -11.47 -0.85
H 2.29 -9.99 0.91

Entry 2:
99
Properties=species:S:1:pos:R:3 method="wB97M-V/def2-TZVPD" s2=0.7570 spin_multiplicity=2 charge=+2
Ru -0.65 0.15 1.49
C -1.43 -0.79 5.90
C -1.62 -0.41 4.57
N -0.65 -0.39 3.68
C 0.60 -0.69 4.10
C 0.89 -1.08 5.41
C -0.17 -1.14 6.32
C 2.25 -1.39 5.76
C 3.24 -1.30 4.85
C 2.97 -0.89 3.50
C 3.97 -0.79 2.52
C 3.62 -0.41 1.25
C 2.29 -0.10 0.96
N 1.33 -0.16 1.87
C 1.66 -0.58 3.13
H -2.28 -0.80 6.57
H -2.60 -0.10 4.22
H 0.01 -1.44 7.34
H 2.46 -1.69 6.78
H 4.26 -1.54 5.12
H 5.00 -1.03 2.77
H 4.35 -0.35 0.46
H 1.99 0.19 -0.04
C -1.69 -1.59 -4.83
C -2.43 -1.12 -3.59
C -3.40 -2.18 -3.10
C -3.15 0.20 -3.85
O -1.48 -0.93 -2.51
Si -0.11 -0.09 -2.37
S -0.34 1.08 -0.55
O 0.00 1.05 -3.50
C 1.03 1.86 -4.11
C 0.30 2.79 -5.06
C 1.76 2.64 -3.03
C 1.99 0.95 -4.87
O 1.23 -0.99 -2.29
C 1.64 -2.38 -2.28
C 2.17 -2.69 -3.67
C 2.75 -2.49 -1.24
C 0.49 -3.30 -1.92
H -2.40 -1.83 -5.62
H -1.12 -2.50 -4.61
H -1.01 -0.82 -5.20
H -4.18 -2.35 -3.83
H -3.87 -1.85 -2.17
H -2.88 -3.12 -2.92
H -3.87 0.08 -4.66
H -2.43 0.97 -4.13
H -3.69 0.52 -2.96
H -0.45 3.37 -4.52
H -0.21 2.22 -5.84
H 0.99 3.48 -5.54
H 1.05 3.23 -2.45
H 2.48 3.32 -3.49
H 2.30 1.97 -2.36
H 1.47 0.41 -5.65
H 2.46 0.24 -4.19
H 2.78 1.55 -5.34
H 2.98 -2.01 -3.93
H 1.38 -2.60 -4.41
H 2.56 -3.71 -3.71
H 3.55 -1.79 -1.47
H 3.15 -3.50 -1.22
H 2.35 -2.26 -0.25
H -0.33 -3.20 -2.64
H 0.11 -3.06 -0.92
H 0.83 -4.33 -1.92
C -3.01 -3.50 0.67
S -2.39 -2.41 1.94
O -1.00 -1.99 1.43
C -3.39 -0.96 1.63
C -4.38 -0.57 2.52
C -5.07 0.61 2.27
C -4.75 1.39 1.17
C -3.77 0.99 0.28
C -3.09 -0.21 0.49
H -2.99 -2.99 -0.30
H -4.02 -3.79 0.95
H -2.36 -4.37 0.66
H -4.62 -1.18 3.39
H -5.85 0.92 2.95
H -5.28 2.32 1.00
H -3.51 1.59 -0.59
H -2.42 -0.60 -0.27
S -1.15 2.22 2.38
C 0.37 3.06 2.51
N 0.65 3.73 3.62
C 1.89 4.48 3.84
C 2.97 3.92 2.92
C 2.45 3.86 1.50
N 1.21 3.08 1.49
H -0.05 3.71 4.34
H 2.17 4.36 4.88
H 1.72 5.54 3.65
H 3.25 2.91 3.25
H 3.86 4.54 2.97
H 3.15 3.39 0.82
H 2.24 4.87 1.13
H 0.94 2.56 0.66

Electronic energy? In order: -2210.84900 -3463.00670 a.u..
F_max? In order: 1.62 1.65 eV/A.